No. 1
The molecule C6H12Si at a distorted geometry. Source: the OMol25 dataset; level of theory: ωB97M-V with the def2-TZVPD basis set.

```
19
Properties=species:S:1:pos:R:3
C 2.20346 0.17953 -0.90501
C 0.99419 0.19007 -1.43638
Si -0.28401 -0.32536 -0.18199
C 0.42837 -0.72478 1.52864
C -1.44769 -1.75148 -0.60864
C -1.30183 1.28584 0.13522
C -0.87003 2.39694 0.68316
H 2.36499 0.12514 0.19751
H 3.15356 0.13901 -1.46732
H 0.82017 0.14682 -2.50146
H 0.70996 0.22614 1.97794
H 1.23244 -1.44918 1.32645
H -0.19403 -1.31578 2.21946
H -0.56000 -2.48070 -0.75475
H -2.09102 -1.98781 0.30480
H -2.00012 -1.85481 -1.46858
H -2.04586 1.28350 -0.66301
H -1.03813 3.33376 0.24262
H -0.07439 2.58315 1.37135
```

LUMO energy (eV): 0.98
Molecular weight (g mol⁻¹): 112.2
HOMO energy (Eh): -0.3308
ΔE to the lowest compared entry with this formula, charge and spin (kcal/mol): 49.0
Structure (SMILES): C=C[Si](C)(C)C=C
Orbital gap (eV): 9.984

Atom charges from the natural (NBO) analysis, given in e for atoms 1 to 5:
1. C -0.3431
2. C -0.6465
3. Si 1.5835
4. C -1.1170
5. C -1.0950

No. 2
A structure of composition C6H13AgGaNO2 at a distorted geometry. Source: the OMol25 dataset; level of theory: ωB97M-V with the def2-TZVPD basis set.

```
24
Properties=species:S:1:pos:R:3
C -0.14305 3.68307 0.66209
C -0.97743 2.31846 0.68448
N -2.21330 2.35588 0.17725
C -0.44251 0.91195 1.24325
Ga -1.51700 -0.61055 0.33899
C -0.37788 -2.24998 -0.17986
C 0.42815 -2.09598 -1.58211
O 1.68052 -2.86154 -1.63401
C 2.78241 -2.11619 -1.10171
O 3.50387 -1.35465 -1.77473
H 0.67482 3.76380 1.45171
H 0.29099 3.86944 -0.39252
H -0.88521 4.55333 0.84531
H -2.42387 3.32034 -0.14437
H -0.71090 0.91001 2.37200
H 0.69889 0.79813 1.14461
H -2.60546 -1.11522 1.43689
H -2.39844 -0.01982 -0.90752
H -1.10544 -3.13783 -0.33152
H 0.37808 -2.58885 0.63223
H 0.62864 -0.99252 -1.86661
H -0.24374 -2.50565 -2.42998
H 3.00560 -2.17021 0.04023
Ag 1.97227 -2.66542 1.31590
```

LUMO energy (alpha / beta) (eV): -5.99 / -7.41
Charge: +1
Molecular weight (g mol⁻¹): 308.8
HOMO energy (alpha / beta) (Eh): -0.4762 / -0.4603
Expectation value of S²: 0.76
2S+1: 2
Orbital gap (alpha / beta) (eV): 6.973 / 5.118

Atom charges from the Löwdin analysis, given in e for atoms 1 to 5:
1. C -0.0577
2. C -0.4008
3. N 0.1087
4. C -0.2587
5. Ga 0.5091

No. 3
A structure of composition C6H13BeO4 at a distorted geometry. Source: the OMol25 dataset; level of theory: ωB97M-V with the def2-TZVPD basis set.

```
24
Properties=species:S:1:pos:R:3
C 1.80526 -2.37676 -0.74804
O 2.32653 -1.58205 0.32005
C 2.79660 -2.23122 1.42682
H 1.01925 -3.03347 -0.35242
H 1.44055 -1.67495 -1.50564
H 2.59233 -3.01302 -1.17560
H 3.44339 -1.64069 2.07412
H 3.18480 -3.21878 1.17572
H 1.92889 1.71676 2.07646
O 3.72160 -0.23893 1.60223
C 4.00371 1.09114 1.87643
C 2.82908 1.97525 1.45528
O 2.55182 1.60531 0.10977
C 1.30724 2.00364 -0.45350
C 1.08590 1.09326 -1.66053
O 1.28867 -0.23640 -1.32468
Be 2.57232 -0.09338 0.08263
H 4.91541 1.44292 1.34699
H 4.17993 1.27418 2.95546
H 3.05870 3.04972 1.52817
H 1.33403 3.06939 -0.73070
H 0.51535 1.84380 0.29898
H 1.77070 1.42273 -2.47048
H 0.05947 1.28524 -2.03074
```

LUMO energy (alpha / beta) (eV): 0.74 / 0.61
Molecular weight (g mol⁻¹): 158.2
HOMO energy (alpha / beta) (Eh): -0.2837 / -0.3309
Expectation value of S²: 0.75
ΔE to the lowest compared entry with this formula, charge and spin (kcal/mol): 10.0
2S+1: 2
Orbital gap (alpha / beta) (eV): 8.464 / 9.617

Atom charges from the natural (NBO) analysis, given in e for atoms 1 to 5:
1. C -0.2962
2. O -0.7097
3. C -0.0540
4. H 0.1792
5. H 0.3050

No. 4
The ion C6H13BrN3 with charge +1 at a distorted geometry. Source: the OMol25 dataset; level of theory: ωB97M-V with the def2-TZVPD basis set.

```
23
Properties=species:S:1:pos:R:3
C -0.98313 -1.08161 1.48943
C -0.04549 -1.29030 0.25316
C -0.59893 -2.27088 -0.85513
C 0.36611 0.03872 -0.34888
N 1.99147 0.38835 0.17383
Br 3.52732 -0.48224 -0.40795
C 1.87304 1.60073 0.65237
N 0.73221 2.10134 0.83672
N -0.20919 1.31572 0.07935
C -0.86708 2.08041 -1.00047
H -0.49374 -0.41354 2.28974
H -1.41802 -2.01449 1.76387
H -1.81141 -0.47780 1.20260
H 0.84718 -1.81816 0.63929
H -1.45756 -1.84938 -1.39092
H -0.94146 -3.29315 -0.40149
H 0.20510 -2.52646 -1.53699
H 0.49146 0.07765 -1.37736
H 2.76472 2.12688 0.77832
H -0.82926 0.96873 0.85545
H -0.10767 2.58937 -1.51199
H -1.46626 1.41254 -1.69768
H -1.56944 2.81759 -0.48527
```

LUMO energy (eV): -3.87
Charge: +1
Molecular weight (g mol⁻¹): 207.1
HOMO energy (Eh): -0.4914
ΔE to the lowest compared entry with this formula, charge and spin (kcal/mol): 36.4
Structure (SMILES): CC(C)[C@@H]1N(Br)C=N[N@H+]1C
Orbital gap (eV): 9.501

Atom charges from the natural (NBO) analysis, given in e for atoms 1 to 5:
1. C -0.6231
2. C -0.2791
3. C -0.6113
4. C 0.1758
5. N -0.5047

No. 5
A cluster of 2 separate species, C6H13BrNO in total at a distorted geometry. Source: the OMol25 dataset; level of theory: ωB97M-V with the def2-TZVPD basis set.

```
22
Properties=species:S:1:pos:R:3
C 0.38480 -1.33121 1.19223
C -0.87779 -1.01405 1.33507
C 2.85455 -1.04048 0.96156
C -1.34719 1.64850 -3.21904
C 1.48629 -0.30388 1.22606
C -1.31457 0.81674 -2.08086
N -1.47500 0.31981 1.63409
O -1.97226 0.80027 -1.15623
Br 0.33762 -0.27169 -2.14970
H 0.60551 -2.34833 1.21438
H 3.66841 -0.47137 0.66915
H 3.11275 -1.60860 1.86372
H 2.65295 -1.67057 0.10415
H -1.82342 2.57234 -2.87967
H -2.03899 1.20119 -4.00958
H -0.42391 1.78654 -3.69027
H 1.27723 0.42467 0.49236
H 1.67862 0.31992 2.09737
H -2.36159 0.27656 2.20371
H -2.02430 0.61029 0.84339
H -0.79208 1.04278 1.95051
H -1.60764 -1.75941 1.39759
```

LUMO energy (eV): -3.39
Charge: +1
Molecular weight (g mol⁻¹): 195.1
HOMO energy (Eh): -0.5029
ΔE to the lowest compared entry with this formula, charge and spin (kcal/mol): 0.0
Orbital gap (eV): 10.294

Atom charges from the natural (NBO) analysis, given in e for atoms 1 to 5:
1. C -0.0933
2. C -0.0772
3. C -0.5852
4. C -0.7616
5. C -0.4917

No. 6
A cluster of 2 separate species, C6H13Cl2NO in total at a distorted geometry. Source: the OMol25 dataset; level of theory: ωB97M-V with the def2-TZVPD basis set.

```
23
Properties=species:S:1:pos:R:3
C 1.67578 0.44734 1.26994
C 0.91320 -1.61056 -1.74529
C 0.43317 -0.39350 1.57344
C -0.04650 -1.85084 -0.57657
C -1.53645 2.56804 -0.20269
C -1.55575 -0.02701 0.06350
N -0.35716 -0.66307 0.34717
O -0.22295 2.85270 -0.47625
Cl -2.78782 -0.34297 1.33058
Cl -2.22082 -0.40353 -1.53482
H 2.60441 0.21383 0.75564
H 1.49816 1.40631 0.83752
H 2.03147 0.76048 2.28434
H 1.29753 -2.61956 -1.79459
H 0.56205 -1.33241 -2.70063
H 1.78026 -1.00122 -1.52960
H 0.71296 -1.28585 2.03675
H -0.17007 0.08574 2.30593
H -0.93100 -2.19889 -1.00621
H 0.36314 -2.63804 0.05918
H -2.31344 2.91781 -0.91864
H -1.77635 2.76454 0.82665
H 0.04621 2.35065 -1.20535
```

LUMO energy (alpha / beta) (eV): 0.29 / 0.74
Molecular weight (g mol⁻¹): 186.1
HOMO energy (alpha / beta) (Eh): -0.2827 / -0.2743
ΔE to the lowest compared entry with this formula, charge and spin (kcal/mol): 69.2
Orbital gap (alpha / beta) (eV): 7.987 / 8.207

Atom charges from the natural (NBO) analysis, given in e for atoms 1 to 5:
1. C -0.6460
2. C -0.6275
3. C -0.1995
4. C -0.2054
5. C -0.0031

Number 1: E_tot -525.2228 a.u.. Number 2: E_tot -2512.8249 a.u.. Number 3: E_tot -552.0006 a.u.. Number 4: E_tot -2974.3226 a.u.. Number 5: E_tot -2940.1243 a.u.. Number 6: E_tot -1286.6210 a.u..